Record 1
A molecular structure, CClI3S in a non-equilibrium geometry, computed with ωB97M-V/def2-TZVPD.

Geometry as XYZ:
```
6
Properties=species:S:1:pos:R:3:nbo_charge:R:1
C 0.45 0.25 -0.05 -0.78
S 0.16 -1.17 -0.92 0.45
Cl -1.80 -1.07 -1.35 -0.11
I -0.44 1.99 -0.68 0.37
I 2.46 0.21 0.39 0.37
I -0.82 -0.21 2.60 -0.30
```

## Properties
E_HOMO (spin up / spin down), eV: -8.62 / -8.62
Total charge: 0
Strongest force on any atom, eV/A: 1.541
Energy relative to the best compared isomer or geometry (same formula, charge and spin), kcal per mole: 0.0
DFT total energy, eV: -48694.5416

Record 2
2 unconnected molecules or ions with the total composition C2H2O2S2 in a non-equilibrium geometry, computed with ωB97M-V/def2-TZVPD.

Geometry as XYZ:
```
8
Properties=species:S:1:pos:R:3:nbo_charge:R:1
C 1.47 1.22 -0.99 -0.45
C -1.74 -0.50 0.01 0.44
O 0.78 -0.79 0.78 -0.86
O -1.83 -1.60 -0.40 -0.46
S -2.01 1.00 0.30 0.01
S 1.74 0.61 0.43 0.60
H 0.78 1.11 -1.88 0.22
H 0.80 -1.05 1.75 0.51
```

## Properties
E_HOMO (spin up / spin down), eV: -6.98 / -10.27
Total charge: 0
Strongest force on any atom, eV/A: 5.027
Energy relative to the best compared isomer or geometry (same formula, charge and spin), kcal per mole: 36.8
DFT total energy, eV: -27866.7707
Spin multiplicity: 3

Record 3
A molecular structure, C7H14O3S in a non-equilibrium geometry, computed with ωB97M-V/def2-TZVPD.

Geometry as XYZ:
```
25
Properties=species:S:1:pos:R:3:nbo_charge:R:1
C 0.14 -0.93 0.45 -0.44
C 0.60 1.06 -0.72 0.29
C -0.11 0.45 1.06 -0.62
C 1.03 -0.51 -0.83 -0.08
C 2.44 -0.73 -0.56 -0.63
C 0.59 -0.89 -2.26 -0.60
C -2.76 0.04 2.14 -0.85
O -2.32 0.37 -0.42 -0.97
O -2.00 2.31 1.11 -0.97
O 1.61 1.90 -0.60 -0.71
S -1.83 0.91 0.82 2.15
H 0.64 -1.62 1.17 0.21
H -0.81 -1.33 0.07 0.23
H -0.36 1.46 -0.96 0.20
H 0.27 0.55 2.09 0.24
H 2.69 -1.93 -0.67 0.22
H 2.76 -0.28 0.44 0.23
H 3.14 -0.19 -1.31 0.22
H 1.32 -0.36 -2.87 0.21
H -0.53 -0.51 -2.54 0.23
H 0.66 -1.91 -2.41 0.21
H -2.81 0.59 3.02 0.24
H -3.66 -0.25 1.60 0.25
H -2.14 -0.86 2.21 0.22
H 1.45 2.67 -0.02 0.50
```

## Properties
E_HOMO, eV: -8.71
Total charge: 0
Strongest force on any atom, eV/A: 5.558
Energy relative to the best compared isomer or geometry (same formula, charge and spin), kcal per mole: 57.0
DFT total energy, eV: -24459.8042

Record 4
A molecular structure, C21H20B2Cl3N10OTc in a non-equilibrium geometry, computed with ωB97M-V/def2-TZVPD.

Geometry as XYZ:
```
58
Properties=species:S:1:pos:R:3:nbo_charge:R:1
Tc 0.07 -0.40 0.48 1.24
C -0.68 -2.73 -3.04 -0.33
C 0.08 -1.86 -2.28 0.00
N -0.54 -1.60 -1.12 -0.30
N -1.68 -2.29 -1.12 -0.30
C -1.80 -2.98 -2.26 0.03
B -2.60 -2.19 0.11 0.52
N -1.80 -2.61 1.36 -0.30
C -2.21 -3.42 2.35 0.04
C -1.35 -3.28 3.42 -0.32
C -0.42 -2.33 3.00 0.02
N -0.69 -1.94 1.75 -0.29
N -2.91 -0.69 0.31 -0.30
C -4.08 -0.05 0.30 0.04
C -3.88 1.27 0.64 -0.32
C -2.51 1.37 0.85 0.02
N -1.93 0.18 0.65 -0.29
H -0.46 -3.12 -4.02 0.25
H 1.04 -1.42 -2.51 0.23
H -2.67 -3.59 -2.46 0.24
H -3.58 -2.84 -0.01 -0.01
H -3.08 -4.04 2.23 0.24
H -1.40 -3.78 4.37 0.25
H 0.41 -1.93 3.55 0.23
H -4.99 -0.58 0.06 0.24
H -4.61 2.06 0.72 0.25
H -1.93 2.23 1.16 0.25
Cl 6.65 -4.13 -1.06 0.08
C 5.24 -3.22 -0.77 0.01
C 5.31 -1.83 -0.75 -0.26
C 4.18 -1.11 -0.48 -0.06
Cl 4.22 0.60 -0.43 0.07
C 2.91 -1.74 -0.22 0.33
O 1.93 -1.00 0.07 -0.56
C 2.89 -3.17 -0.30 -0.07
Cl 1.41 -4.00 -0.10 0.05
C 4.03 -3.89 -0.55 -0.26
H 6.24 -1.32 -0.95 0.26
H 3.99 -4.97 -0.58 0.26
B 0.66 3.05 1.23 0.16
N 0.33 2.60 -0.22 -0.26
C -0.03 3.46 -1.17 0.04
C -0.42 2.76 -2.30 -0.31
C -0.28 1.43 -1.95 -0.02
N 0.19 1.34 -0.69 -0.29
N 1.45 1.95 1.96 -0.26
C 2.56 2.14 2.67 0.04
C 2.96 0.93 3.21 -0.32
C 2.01 0.03 2.77 -0.01
N 1.09 0.66 2.01 -0.31
H 1.34 4.03 1.18 -0.02
H -0.37 3.27 1.82 -0.05
H 0.02 4.53 -1.00 0.24
H -0.78 3.16 -3.24 0.25
H -0.47 0.56 -2.55 0.23
H 3.01 3.11 2.75 0.24
H 3.81 0.73 3.84 0.25
H 1.97 -1.04 2.93 0.21
```

## Properties
E_HOMO (spin up / spin down), eV: -11.18 / -10.84
Total charge: +1
Strongest force on any atom, eV/A: 4.006
DFT total energy, eV: -80166.4522
Spin multiplicity: 2

Record 5
2 unconnected molecules or ions with the total composition C4H8N2O in a non-equilibrium geometry, computed with ωB97M-V/def2-TZVPD.

Geometry as XYZ:
```
15
Properties=species:S:1:pos:R:3:nbo_charge:R:1
N -1.26 -1.89 2.77 -0.32
C -0.96 -1.08 2.00 0.26
C -0.56 -0.08 1.05 -0.32
C -1.31 0.22 -0.01 -0.14
C -0.89 1.22 -1.05 -0.10
O 0.52 1.38 -1.04 -0.73
H 0.42 0.37 1.21 0.27
H -2.27 -0.26 -0.16 0.22
H -1.40 2.17 -0.84 0.18
H -1.25 0.88 -2.04 0.18
H 0.74 2.12 -1.61 0.48
N 2.00 -1.20 0.21 -1.08
H 1.95 -0.37 -0.39 0.37
H 2.93 -1.60 0.09 0.36
H 1.35 -1.87 -0.18 0.36
```

## Properties
E_HOMO, eV: -9.85
Total charge: 0
Strongest force on any atom, eV/A: 1.108
Energy relative to the best compared isomer or geometry (same formula, charge and spin), kcal per mole: 49.2
DFT total energy, eV: -9304.2615

Record 6
A single C4H7ClO molecule in a non-equilibrium geometry, computed with ωB97M-V/def2-TZVPD.

Geometry as XYZ:
```
13
Properties=species:S:1:pos:R:3:nbo_charge:R:1
C -1.66 -1.06 -0.11 -0.64
C -0.57 -0.14 0.40 0.06
O -0.71 1.32 -0.01 -0.48
C 0.38 0.59 -0.46 0.03
C 1.69 0.88 0.15 -0.35
Cl 2.89 -0.48 -0.04 -0.09
H -2.18 -0.60 -0.98 0.23
H -1.13 -1.97 -0.37 0.22
H -2.44 -1.22 0.62 0.22
H -0.29 -0.49 1.41 0.19
H 0.39 0.35 -1.52 0.18
H 1.50 1.09 1.18 0.22
H 2.13 1.74 -0.27 0.22
```

## Properties
E_HOMO, eV: -10.51
Total charge: 0
Strongest force on any atom, eV/A: 2.088
Energy relative to the best compared isomer or geometry (same formula, charge and spin), kcal per mole: 35.0
DFT total energy, eV: -18830.0117

Record 7
A single C9H10NP molecule in a non-equilibrium geometry, computed with ωB97M-V/def2-TZVPD.

Geometry as XYZ:
```
21
Properties=species:S:1:pos:R:3:nbo_charge:R:1
P 2.55 1.49 -0.29 0.53
N 1.45 0.21 0.07 -0.73
C 1.92 -1.23 0.15 0.00
C 0.94 -2.21 0.17 -0.22
C -0.50 -1.98 -0.05 -0.47
C -0.82 -0.54 -0.13 -0.04
C -2.14 -0.07 -0.36 -0.18
C -2.62 1.22 -0.19 -0.25
C -1.70 2.16 0.26 -0.18
C -0.30 1.75 0.46 -0.26
C 0.10 0.48 0.26 0.15
H 3.07 0.78 -1.42 -0.05
H 3.81 1.17 0.57 -0.04
H 2.88 -1.42 0.40 0.21
H 1.31 -3.25 0.15 0.21
H -1.18 -2.35 0.83 0.23
H -0.89 -2.55 -0.96 0.23
H -2.86 -0.77 -0.68 0.20
H -3.62 1.48 -0.57 0.22
H -1.83 3.14 0.64 0.21
H 0.44 2.48 0.70 0.22
```

## Properties
E_HOMO, eV: -7.67
Total charge: 0
Strongest force on any atom, eV/A: 6.978
Energy relative to the best compared isomer or geometry (same formula, charge and spin), kcal per mole: 12.0
DFT total energy, eV: -20271.7788

Record 8
A molecular structure, C7H17N2S in a non-equilibrium geometry, computed with ωB97M-V/def2-TZVPD.

Geometry as XYZ:
```
27
Properties=species:S:1:pos:R:3:nbo_charge:R:1
C -1.16 0.07 -0.28 0.21
C 1.00 1.92 -1.17 -0.62
C 0.34 -2.43 1.06 -0.64
C -2.99 1.23 0.73 -0.42
C 0.88 -0.92 -1.40 -0.47
C 1.41 1.04 -0.01 -0.21
C 1.19 -1.17 0.89 -0.23
N -1.58 0.72 0.73 -0.61
N 0.77 -0.25 -0.14 -0.30
S -1.92 -0.58 -1.49 0.16
H -0.05 1.75 -1.30 0.21
H 1.42 2.87 -1.05 0.25
H 1.44 1.55 -2.05 0.22
H -0.22 -2.80 0.17 0.23
H 1.05 -3.14 1.39 0.24
H -0.44 -2.43 1.83 0.23
H -3.27 1.80 1.70 0.24
H -3.15 2.02 0.00 0.23
H -3.62 0.37 0.71 0.23
H 0.44 -0.20 -2.26 0.25
H 1.96 -1.04 -1.79 0.24
H 0.45 -1.89 -1.37 0.25
H 1.08 1.54 1.00 0.20
H 2.52 0.94 0.08 0.24
H 2.19 -1.42 0.74 0.22
H 1.22 -0.71 1.87 0.22
H -0.97 1.17 1.41 0.42
```

## Properties
E_HOMO, eV: -13.36
Total charge: +1
Strongest force on any atom, eV/A: 5.708
Energy relative to the best compared isomer or geometry (same formula, charge and spin), kcal per mole: 67.9
DFT total energy, eV: -21341.2593

Record 9
A molecular structure, C5H13LiO2 in a non-equilibrium geometry, computed with ωB97M-V/def2-TZVPD.

Geometry as XYZ:
```
21
Properties=species:S:1:pos:R:3:nbo_charge:R:1
C -2.38 1.08 0.67 -0.23
O -1.01 0.91 0.67 -1.08
C -1.20 -1.50 -0.35 -0.60
H -2.71 2.13 0.79 0.12
H -2.84 0.70 -0.27 0.12
H -2.89 0.53 1.50 0.13
H -1.11 -1.44 0.75 0.24
H -2.10 -1.21 -0.91 0.22
C 2.64 1.14 0.43 -0.26
O 1.69 0.64 -0.49 -0.61
C 1.21 -0.66 -0.15 -0.07
C 0.08 -1.08 -1.06 -0.43
H 2.61 2.24 0.37 0.18
H 2.40 0.82 1.46 0.19
H 3.65 0.79 0.17 0.18
H 0.87 -0.63 0.90 0.20
H 2.05 -1.38 -0.22 0.17
H 0.46 -1.92 -1.66 0.21
H -0.15 -0.25 -1.75 0.20
Li 0.06 1.75 -0.36 0.93
H -1.32 -2.67 -0.46 0.17
```

## Properties
E_HOMO, eV: -7.65
Total charge: 0
Strongest force on any atom, eV/A: 3.972
Energy relative to the best compared isomer or geometry (same formula, charge and spin), kcal per mole: 0.0
DFT total energy, eV: -9694.7583

Record 10
A molecular structure, C31H60N2O11S3 in a non-equilibrium geometry, computed with ωB97M-V/def2-TZVPD.

Geometry as XYZ:
```
107
Properties=species:S:1:pos:R:3:mulliken_charge:R:1
C 0.25 1.37 -0.59 0.58
C 0.52 -0.09 -0.27 1.17
O 1.62 -0.56 -0.19 -0.07
C -0.64 -1.09 0.05 -1.64
H 0.78 1.95 0.17 0.29
H -0.83 1.50 -0.62 -0.14
H 0.78 1.61 -1.51 -0.29
H -0.95 -0.78 1.04 -0.84
H -0.41 -2.16 0.06 0.04
H -1.56 -0.83 -0.47 1.66
C 2.31 -3.02 -1.54 -0.59
C 1.39 -3.53 -0.50 0.01
O 0.58 -4.49 -0.67 -0.68
C 1.59 -2.82 0.81 0.33
H 2.06 -3.04 -2.60 0.45
H 3.18 -3.68 -1.49 0.39
H 2.65 -1.99 -1.45 -0.22
H 0.80 -3.20 1.46 -1.44
H 1.46 -1.74 0.66 -1.00
H 2.62 -2.96 1.13 0.91
C -3.03 -3.83 2.36 -2.00
C -1.88 -3.10 1.74 0.50
O -1.73 -1.86 1.71 0.00
C -0.70 -3.92 1.37 -0.22
H -3.69 -4.25 1.60 0.36
H -3.76 -3.23 2.90 0.44
H -2.69 -4.59 3.07 0.42
H -0.43 -4.57 2.21 0.68
H 0.11 -3.35 0.92 0.64
H -1.08 -4.55 0.58 0.40
C 3.55 -0.50 0.27 0.96
C 4.40 0.46 1.03 -0.20
O 5.06 0.12 1.95 -0.59
C 4.39 1.87 0.66 -1.13
H 3.20 -0.06 -0.66 -0.06
H 2.75 -0.93 0.88 0.23
H 4.21 -1.32 -0.01 0.84
H 4.22 1.77 -0.41 0.71
H 5.40 2.24 0.85 0.61
H 3.52 2.42 1.02 -0.86
C 2.39 4.19 0.84 -1.50
C 1.66 3.42 -0.20 0.44
O 0.49 3.63 -0.49 -0.51
C 2.53 2.59 -1.11 0.21
H 2.93 3.47 1.46 0.69
H 1.90 4.98 1.40 0.33
H 3.13 4.75 0.27 0.49
H 2.33 2.05 -2.03 -0.39
H 2.69 1.71 -0.49 -1.44
H 3.52 3.04 -1.12 1.09
C 1.17 0.15 -2.99 1.32
C 2.20 -0.68 -3.63 -0.71
N 3.05 -1.32 -4.06 -0.76
H 1.55 1.17 -2.96 0.55
H 0.98 -0.11 -1.95 -0.30
H 0.27 0.04 -3.60 0.38
C -0.91 -2.89 -2.24 0.71
C -0.55 -2.63 -3.58 -0.10
N -0.31 -2.40 -4.63 -0.57
H -1.63 -3.70 -2.36 0.46
H -1.25 -2.01 -1.69 0.05
H 0.01 -3.17 -1.74 -0.61
C -2.72 3.64 -1.92 -0.64
C -2.01 4.58 -2.90 -0.92
C -0.72 3.94 -3.56 -0.45
S -1.06 2.17 -3.67 0.98
O 0.16 1.44 -3.30 -0.17
O -1.87 1.94 -4.83 -0.88
C -2.15 2.17 -2.19 -0.06
H -3.81 3.66 -1.99 0.47
H -2.30 3.90 -0.95 0.25
H -1.62 5.38 -2.28 0.45
H -2.66 4.87 -3.73 0.33
H 0.05 4.00 -2.79 -0.07
H -0.30 4.26 -4.51 0.59
H -1.46 1.97 -1.37 -0.54
H -2.80 1.29 -2.16 0.62
C -4.76 -0.93 0.77 -0.41
C -4.18 -0.46 2.14 -1.04
C -2.97 0.51 1.97 0.48
S -3.41 1.44 0.38 0.96
O -2.23 1.50 -0.50 -0.37
O -4.25 2.58 0.65 -0.78
C -4.68 0.16 -0.28 -1.04
H -5.81 -1.03 1.01 0.47
H -4.22 -1.83 0.48 -0.02
H -3.79 -1.36 2.63 -0.03
H -4.91 -0.09 2.85 0.61
H -2.13 -0.14 1.75 -1.13
H -2.75 1.21 2.77 1.09
H -4.34 -0.32 -1.21 0.36
H -5.64 0.66 -0.41 0.65
C 0.09 -1.27 3.38 0.09
C 1.42 -1.65 2.73 0.12
C 2.51 -0.61 3.03 -0.99
S 1.64 1.02 2.93 1.34
O 1.62 1.29 1.53 -0.48
O 2.12 2.00 3.89 -0.90
C -0.04 0.29 3.48 -0.65
H -0.06 -1.77 4.34 0.60
H -0.69 -1.64 2.70 -0.66
H 1.38 -1.66 1.64 -1.11
H 1.78 -2.65 2.98 1.49
H 3.36 -0.45 2.37 -0.22
H 2.84 -0.77 4.06 0.61
H -0.82 0.80 2.92 -0.24
H 0.04 0.47 4.55 0.78
```

## Properties
E_HOMO, eV: -8.05
Total charge: 0
Strongest force on any atom, eV/A: 15.270
Energy relative to the best compared isomer or geometry (same formula, charge and spin), kcal per mole: 825.3
DFT total energy, eV: -91091.3486

Record 11
A single C5H6S3 molecule in a non-equilibrium geometry, computed with ωB97M-V/def2-TZVPD.

Geometry as XYZ:
```
14
Properties=species:S:1:pos:R:3:nbo_charge:R:1
C -1.57 0.94 1.91 -0.78
S -0.07 2.00 1.88 0.08
S 1.41 0.57 1.64 0.17
C 1.07 0.05 0.01 -0.46
C 0.58 -1.27 -0.29 -0.23
C 0.36 -1.32 -1.78 -0.24
C 0.83 -0.25 -2.46 -0.40
S 1.42 0.98 -1.40 0.46
H -1.56 0.13 2.73 0.23
H -1.59 0.51 0.81 0.24
H -2.40 1.79 2.23 0.24
H 0.28 -1.96 0.46 0.23
H 0.23 -2.15 -2.16 0.19
H 1.01 -0.03 -3.59 0.25
```

## Properties
E_HOMO, eV: -8.61
Total charge: 0
Strongest force on any atom, eV/A: 9.451
Energy relative to the best compared isomer or geometry (same formula, charge and spin), kcal per mole: 40.6
DFT total energy, eV: -37786.0326

Record 12
A molecular structure, C31H27N4O3S2Sn, computed with ωB97M-V/def2-TZVPD.

Geometry as XYZ:
```
68
Properties=species:S:1:pos:R:3:nbo_charge:R:1
Sn -0.81 1.21 0.36 1.24
C -5.11 0.32 1.71 -0.27
C -4.99 0.26 3.09 -0.13
C -3.75 0.41 3.67 -0.24
C -2.63 0.62 2.86 0.20
N -2.77 0.68 1.53 -0.54
C -3.96 0.53 0.96 0.11
C -1.25 0.74 3.38 -0.04
C -0.97 0.83 4.74 -0.20
C 0.34 0.92 5.17 -0.21
C 1.38 0.92 4.25 -0.19
C 1.10 0.85 2.89 -0.23
C -0.22 0.75 2.43 -0.54
H -6.06 0.21 1.21 0.23
H -5.86 0.09 3.70 0.23
H -3.64 0.35 4.74 0.23
H -3.99 0.58 -0.11 0.23
H -1.77 0.85 5.47 0.21
H 0.56 0.99 6.23 0.22
H 2.40 0.97 4.59 0.22
H 1.92 0.85 2.19 0.21
O -3.96 -2.16 -0.49 -0.67
C -3.52 -2.80 -1.61 0.42
C -4.14 -3.98 -2.03 -0.32
C -3.72 -4.64 -3.16 -0.15
C -2.66 -4.14 -3.90 -0.25
C -2.04 -2.97 -3.49 -0.13
C -2.45 -2.28 -2.34 -0.25
C -1.71 -1.04 -1.96 0.66
O -1.86 -0.56 -0.81 -0.73
N -0.84 -0.61 -2.90 -0.46
N -0.44 0.61 -2.58 -0.19
C 0.59 1.10 -3.17 -0.22
S 1.67 0.50 -4.41 0.31
C 1.69 2.12 -5.21 -0.55
C 1.90 3.22 -4.17 -0.53
S 0.97 2.75 -2.65 0.94
H -4.72 -2.66 -0.15 0.48
H -4.97 -4.36 -1.44 0.21
H -4.22 -5.55 -3.46 0.22
H -2.32 -4.65 -4.79 0.22
H -1.22 -2.57 -4.06 0.24
H 0.74 2.27 -5.74 0.23
H 2.50 2.15 -5.94 0.26
H 1.51 4.19 -4.49 0.26
H 2.94 3.31 -3.86 0.26
C 1.30 -2.62 -0.97 -0.71
C 0.86 -1.63 0.07 0.73
N 0.42 -2.12 1.23 -0.78
O 0.88 -0.42 -0.17 -0.71
H 1.80 -3.49 -0.53 0.23
H 1.95 -2.12 -1.68 0.25
H 0.41 -2.97 -1.50 0.26
H 0.38 -3.11 1.40 0.41
H 0.12 -1.47 1.95 0.43
C 2.20 2.57 -1.52 -0.35
C 3.08 2.46 -0.70 0.15
C 4.08 2.32 0.31 -0.10
C 5.08 1.37 0.18 -0.18
C 6.03 1.23 1.18 -0.21
C 5.98 2.04 2.30 -0.17
C 4.97 2.99 2.43 -0.21
C 4.02 3.14 1.44 -0.18
H 5.11 0.74 -0.70 0.23
H 6.81 0.49 1.08 0.23
H 6.72 1.93 3.08 0.23
H 4.94 3.62 3.31 0.23
H 3.23 3.87 1.54 0.23
```

## Properties
E_HOMO, eV: -10.04
Total charge: +1
Strongest force on any atom, eV/A: 0.536
Energy relative to the best compared isomer or geometry (same formula, charge and spin), kcal per mole: 64.0
DFT total energy, eV: -72182.4981

Record 13
2 unconnected molecules or ions with the total composition C5H14 in a non-equilibrium geometry, computed with ωB97M-V/def2-TZVPD.

Geometry as XYZ:
```
19
Properties=species:S:1:pos:R:3:nbo_charge:R:1
C -1.38 -0.66 2.56 -0.63
C 0.02 -1.22 2.52 -0.60
H -1.99 -1.49 2.21 0.23
H -1.47 -0.51 3.63 0.25
H -1.54 0.36 2.26 0.21
H 0.10 -2.07 3.19 0.23
H 0.76 -0.56 2.98 0.22
H 0.58 -1.34 1.56 0.20
C -0.16 0.87 -1.92 -0.36
C 1.03 1.78 -1.86 -0.61
C 0.29 -0.58 -1.97 -0.58
H -0.82 1.25 -1.03 0.37
H -0.72 1.03 -2.83 0.36
H 1.21 2.25 -0.77 0.30
H 0.99 2.58 -2.66 0.34
H 0.51 -0.91 -0.94 0.31
H -0.52 -1.26 -2.33 0.25
H 2.00 1.24 -1.99 0.25
H 1.12 -0.75 -2.61 0.27
```

## Properties
E_HOMO (spin up / spin down), eV: -14.94 / -14.48
Total charge: +1
Strongest force on any atom, eV/A: 3.211
Energy relative to the best compared isomer or geometry (same formula, charge and spin), kcal per mole: 33.9
DFT total energy, eV: -5399.6355
Spin multiplicity: 2